Formula: C39H33AsCl3F10N6O9SSi2TeTi
Source: the Open Molecules 2025 dataset
Level of theory: the ωB97M-V functional and the def2-TZVPD basis

```
! RIJCOSX wB97M-V def2-TZVPD def2/J DEFGRID3
* xyz -2 4
Ti 0.370 -1.076 0.655
C -4.639 5.361 -1.798
C -3.497 4.703 -1.071
C -3.025 3.460 -1.479
C -1.968 2.858 -0.817
C -1.397 3.477 0.282
C -1.845 4.722 0.695
C -2.884 5.332 0.012
S -0.160 2.602 1.232
O -0.206 3.170 2.552
O 1.110 2.800 0.541
N -0.548 1.075 1.099
C -1.285 0.441 2.052
C -2.076 1.051 3.044
C -2.761 0.248 3.920
C -2.708 -1.140 3.783
C -1.941 -1.662 2.775
N -1.232 -0.901 1.936
H -5.202 4.627 -2.373
H -4.255 6.112 -2.492
H -5.309 5.861 -1.100
H -3.488 2.932 -2.303
H -1.604 1.896 -1.143
H -1.383 5.190 1.554
H -3.242 6.304 0.333
H -2.097 2.126 3.106
H -3.360 0.687 4.708
H -3.257 -1.786 4.452
H -1.884 -2.727 2.584
O 2.326 -5.738 -2.697
C 1.951 -4.813 -2.030
C 2.723 -3.520 -1.783
O 3.868 -3.314 -2.138
C 1.797 -2.686 -1.061
C 0.599 -3.365 -0.759
O -0.263 -2.688 -0.056
C 0.599 -4.706 -1.307
O -0.218 -5.598 -1.258
O 1.882 -1.471 -0.606
F -0.724 -0.369 -0.958
As -2.392 -0.976 -1.342
F -2.292 0.197 -2.692
F -3.050 0.296 -0.347
F -3.996 -1.338 -1.971
F -2.707 -2.062 -0.070
F -1.654 -2.137 -2.385
F 0.047 -2.867 4.875
C -0.632 -4.013 4.848
C -1.585 -4.228 5.800
F -1.811 -3.264 6.697
C -2.344 -5.423 5.866
C -2.023 -6.372 4.864
C -1.039 -6.174 3.937
F -0.795 -7.152 3.068
C -0.307 -4.970 3.859
C 0.666 -4.703 2.849
C 0.990 -3.408 2.458
N 1.255 -2.355 2.053
C 1.336 -5.739 2.152
N 1.940 -6.570 1.631
F -2.704 -7.520 4.818
C -3.333 -5.647 6.851
C -3.591 -4.768 7.929
N -3.859 -4.121 8.845
C -4.173 -6.785 6.879
N -4.900 -7.677 6.964
C 2.822 1.659 -5.300
Si 2.116 -0.027 -4.777
C 3.513 -1.268 -4.568
C 0.902 -0.603 -6.118
C 1.053 0.039 -3.208
Te 1.847 1.057 -1.493
C 1.243 2.893 -2.485
Si 2.417 4.365 -2.236
C 1.824 5.536 -0.875
C 4.232 3.851 -2.068
C 2.298 5.388 -3.845
H 3.552 1.519 -6.100
H 3.327 2.151 -4.467
H 2.054 2.336 -5.678
H 4.324 -1.108 -5.279
H 3.156 -2.290 -4.704
H 3.936 -1.228 -3.564
H 1.410 -0.774 -7.069
H 0.105 0.123 -6.287
H 0.431 -1.540 -5.817
H 0.895 -0.995 -2.902
H 0.075 0.463 -3.442
H 0.279 3.183 -2.069
H 1.101 2.665 -3.540
H 1.885 5.053 0.098
H 0.780 5.811 -1.041
H 2.414 6.454 -0.847
H 4.314 2.987 -1.411
H 4.846 4.651 -1.652
H 4.654 3.573 -3.034
H 1.263 5.622 -4.102
H 2.742 4.871 -4.697
H 2.828 6.334 -3.720
Cl 4.282 0.413 3.657
C 3.252 1.425 2.625
Cl 2.872 2.912 3.471
Cl 4.137 1.787 1.150
C 1.952 0.557 2.370
O 1.199 0.385 3.307
O 1.853 0.072 1.194
*
```

Properties
Orbital gap (alpha / beta)   6.5 / 5.1 eV
Energy relative to the best compared isomer or geometry (same formula, charge and spin)   28.2 kcal/mol
DFT total energy   -9221.6791 hartree